115
Properties=species:S:1:pos:R:3 method="wB97M-V/def2-TZVPD" spin_multiplicity=1 largest_force_ev_per_a=9.50 homo_ev=-8.48 total_energy_ha=-5297.82575 lumo_energy_ev=-0.70
C 1.873 -4.345 -1.990
C 2.245 -3.242 -1.160
C 2.586 -1.758 -0.627
C 1.354 -0.950 0.194
N 2.126 0.319 0.502
C 1.511 1.445 1.168
C 0.606 1.255 2.513
O 1.271 -1.616 1.432
C 0.438 -2.648 1.819
C 1.051 -4.205 1.903
C -0.159 -5.229 1.491
N -0.125 -5.778 0.095
C 0.336 -7.222 0.025
C 1.968 -7.352 -0.193
C -1.582 -5.840 -0.409
C -2.765 -6.728 0.372
O -2.001 -5.223 -1.537
C -0.189 -2.457 3.360
Br -1.764 -1.229 3.450
C 0.838 -2.035 4.521
C 2.428 -2.272 4.318
C 0.059 -0.758 -0.792
C 0.544 0.337 -1.965
C -0.571 0.632 -3.123
C -0.520 -0.395 -4.418
F -1.810 -0.815 -5.084
C 0.721 -0.930 -5.055
F 1.001 -2.365 -5.342
F 1.771 0.101 -5.400
N -1.287 -0.643 -0.261
C -2.014 0.554 0.046
O -1.544 1.898 -0.244
C -2.313 2.803 0.675
C -1.523 3.855 1.708
C -2.423 4.805 2.748
C -4.071 4.775 2.827
C -4.848 3.782 1.777
C -3.960 2.852 0.762
C -2.271 -1.729 -0.661
C -2.887 -1.640 -2.171
F -3.389 -1.893 0.344
H 1.619 -5.437 -2.400
H 3.429 -1.873 0.211
H 3.071 -1.109 -1.468
H 2.724 0.652 -0.276
H 2.417 2.141 1.540
H 0.906 2.207 0.474
H 0.780 2.222 3.193
H -0.548 1.202 2.338
H 1.063 0.363 3.115
H -0.506 -2.764 1.147
H 1.284 -4.462 3.047
H 2.060 -4.347 1.348
H -1.240 -4.750 1.660
H -0.128 -6.161 2.233
H -0.069 -7.884 0.902
H -0.153 -7.669 -0.969
H 2.130 -7.394 -1.371
H 2.259 -8.431 0.223
H 2.577 -6.486 0.307
H -3.102 -7.620 -0.344
H -3.667 -6.057 0.708
H -2.263 -7.187 1.324
H -0.621 -3.534 3.649
H 0.530 -2.646 5.502
H 0.688 -0.895 4.845
H 2.936 -1.701 3.432
H 2.770 -3.410 4.241
H 2.968 -1.871 5.306
H 0.009 -1.758 -1.458
H 1.517 -0.042 -2.543
H 0.835 1.381 -1.527
H -1.671 0.808 -2.706
H -0.272 1.695 -3.582
H -2.291 0.565 1.211
H -3.099 0.510 -0.462
H -0.358 3.966 1.742
H -1.887 5.560 3.493
H -4.736 5.400 3.563
H -6.032 3.649 1.709
H -4.535 2.108 0.027
H -1.722 -2.791 -0.637
H -3.819 -2.387 -2.191
H -3.312 -0.599 -2.490
H -2.099 -2.107 -2.899
C -4.459 5.333 -1.672
C -5.077 6.396 -0.781
O -4.804 7.706 -1.293
C -5.594 8.112 -2.317
O -6.503 7.470 -2.822
O -5.184 9.345 -2.704
C -5.885 9.860 -3.834
H -3.392 5.527 -1.820
H -4.582 4.340 -1.232
H -4.922 5.330 -2.663
H -4.626 6.343 0.215
H -6.155 6.241 -0.655
H -6.968 9.827 -3.680
H -5.605 9.299 -4.731
H -5.589 10.903 -3.972
C 9.158 0.444 1.157
C 8.063 1.338 1.711
O 7.499 2.148 0.673
C 6.588 1.532 -0.121
O 6.212 0.374 -0.020
O 6.183 2.418 -1.065
C 5.277 1.871 -2.021
H 9.903 1.036 0.616
H 9.656 -0.103 1.963
H 8.753 -0.284 0.447
H 8.492 2.022 2.451
H 7.286 0.758 2.222
H 4.425 1.389 -1.532
H 5.803 1.163 -2.668
H 4.899 2.690 -2.639

***

143
Properties=species:S:1:pos:R:3 method="wB97M-V/def2-TZVPD" spin_multiplicity=1 largest_force_ev_per_a=3.89 homo_ev=-11.23 total_energy_ha=-19180.53441 relative_energy_kj_mol=263.2 lumo_energy_ev=-3.17 total_charge=+1
C 1.255 -4.135 -0.863
O 0.946 -5.315 -0.109
C -0.003 -5.062 0.936
C -1.473 -5.573 0.598
C -2.509 -4.389 0.412
C -2.498 -3.746 -1.039
C -4.008 -3.667 -1.545
C -4.666 -2.348 -0.906
C -5.337 -1.435 -2.013
C -4.443 -0.165 -2.374
C -5.131 1.210 -1.988
C -5.392 1.301 -0.430
C -4.515 2.407 0.279
C -2.978 2.022 0.291
C -2.351 1.823 1.760
C -0.806 1.882 1.412
P 0.567 0.942 2.263
C -0.056 -0.826 2.531
O 1.899 0.737 1.265
N -0.748 2.708 0.399
C 0.480 3.090 -0.359
C 0.612 1.968 -1.504
C 1.720 2.264 -2.591
C 1.488 1.283 -3.817
C 2.345 -0.040 -3.811
C 2.283 -0.879 -2.468
C 3.509 -0.503 -1.566
S 3.683 -1.668 -0.108
C 4.896 -0.790 0.917
N 4.884 -0.464 2.218
N 6.072 0.220 2.364
C 6.724 0.289 1.193
O 5.995 -0.368 0.213
C -2.053 3.278 -0.076
H 1.249 -3.196 -0.243
H 0.550 -4.049 -1.736
H 2.300 -4.260 -1.260
H -0.095 -3.979 1.218
H 0.358 -5.627 1.838
H -1.499 -6.280 -0.274
H -1.813 -6.149 1.503
H -3.522 -4.776 0.699
H -2.223 -3.582 1.143
H -2.036 -2.722 -1.020
H -1.867 -4.366 -1.739
H -4.024 -3.635 -2.666
H -4.614 -4.539 -1.173
H -3.853 -1.798 -0.365
H -5.485 -2.669 -0.208
H -5.550 -2.013 -2.949
H -6.319 -1.044 -1.615
H -4.182 -0.200 -3.471
H -3.461 -0.221 -1.825
H -6.091 1.252 -2.578
H -4.494 2.057 -2.361
H -5.313 0.297 0.056
H -6.461 1.634 -0.304
H -4.650 3.416 -0.194
H -4.844 2.423 1.365
H -2.688 1.246 -0.472
H -2.742 2.456 2.598
H -2.512 0.713 1.901
H 0.562 -1.220 3.403
H -1.138 -0.814 2.816
H 0.149 -1.446 1.611
H 2.505 1.495 1.336
H 1.331 2.975 0.366
H 0.428 4.127 -0.760
H 0.725 0.989 -0.976
H -0.385 1.968 -2.030
H 2.765 2.286 -2.195
H 1.506 3.301 -2.989
H 1.691 1.867 -4.754
H 0.393 1.025 -3.825
H 1.928 -0.696 -4.628
H 3.432 0.187 -4.006
H 1.296 -0.842 -1.945
H 2.436 -1.959 -2.769
H 3.461 0.523 -1.118
H 4.439 -0.659 -2.180
H 7.697 0.788 0.983
H -2.001 3.434 -1.189
H -2.263 4.243 0.454
C 7.249 -2.644 3.767
Cl 7.135 -3.224 2.099
Cl 5.845 -3.166 4.704
Cl 8.741 -3.215 4.522
H 7.266 -1.558 3.750
C 2.053 -2.611 5.728
Cl 2.442 -0.997 5.114
Cl 2.402 -2.722 7.452
Cl 0.359 -3.011 5.408
H 2.678 -3.331 5.208
C -6.232 6.535 1.000
Cl -4.527 6.075 1.098
Cl -6.496 7.654 -0.341
Cl -7.250 5.101 0.823
H -6.503 7.036 1.921
C -5.750 4.907 4.910
Cl -4.814 4.058 3.662
Cl -4.670 5.754 6.020
Cl -6.900 6.036 4.191
H -6.310 4.169 5.474
C -1.494 5.874 -3.853
Cl -1.534 5.222 -5.491
Cl -2.964 5.433 -2.972
Cl -0.055 5.294 -2.995
H -1.444 6.956 -3.912
C -2.075 2.041 -7.892
Cl -0.527 1.405 -7.322
Cl -3.323 1.837 -6.656
Cl -1.920 3.742 -8.345
H -2.371 1.479 -8.772
C 5.294 -7.053 5.837
Cl 5.012 -8.600 5.040
Cl 3.954 -5.943 5.516
Cl 5.520 -7.275 7.573
H 6.202 -6.617 5.429
C -0.437 -8.810 1.899
Cl 0.701 -10.107 2.269
Cl -1.976 -9.473 1.336
Cl -0.685 -7.776 3.312
H -0.015 -8.203 1.103
C -1.813 10.189 -4.552
Cl -0.800 11.120 -5.654
Cl -2.469 8.760 -5.364
Cl -0.899 9.716 -3.112
H -2.643 10.814 -4.240
C 5.123 -7.872 0.668
Cl 6.151 -9.275 0.979
Cl 3.533 -8.380 0.089
Cl 4.966 -6.882 2.124
H 5.592 -7.270 -0.104
C 9.431 -6.895 7.752
Cl 11.141 -7.339 7.747
Cl 9.087 -5.732 6.462
Cl 8.414 -8.330 7.583
H 9.203 -6.426 8.704
C -0.406 15.221 -5.939
Cl -0.438 14.552 -7.575
Cl -1.880 14.791 -5.061
Cl 1.023 14.658 -5.065
H -0.357 16.302 -6.014